The following is a DFT calculation (ωB97M-V/def2-TZVPD) of 7 unconnected molecules or ions with the total composition C3H19NO7S2 in a non-equilibrium geometry.

Geometry as XYZ:
```
32
C3H19NO7S2 ωB97M-V/def2-TZVPD
S 2.329 -2.107 3.402
S 2.521 -3.273 1.779
C 1.374 -2.791 0.458
C 1.390 -1.366 -0.141
C 0.098 -0.575 -0.012
N 0.254 0.733 -0.345
O -1.018 -1.030 0.162
H 1.028 -2.161 3.708
H 1.723 -3.457 -0.340
H 0.379 -3.223 0.596
H 1.557 -1.574 -1.193
H 2.150 -0.782 0.354
H 1.149 1.161 -0.519
H -0.523 1.361 -0.496
H 0.602 1.421 -4.482
H -0.775 1.072 -4.152
O 0.029 0.639 -4.483
H -3.449 1.077 -0.373
H -3.851 1.786 -1.607
O -3.115 1.752 -0.980
H -3.043 -1.446 -1.730
H -1.938 -0.730 -2.436
O -2.459 -1.539 -2.493
H -1.320 -0.363 3.456
H -0.847 0.900 4.130
O -1.441 0.592 3.446
H -0.457 2.533 1.326
H -1.801 3.265 1.430
O -0.890 3.372 1.124
H 3.719 0.947 0.542
H 3.281 2.365 0.063
O 3.345 1.441 -0.192
```

Properties
Charge   0
Relative energy (zero: lowest compared OMol25 entry of this formula, charge and spin)   0.00 kJ/mol
Orbital gap   0.32393 Ha

Here are the Löwdin charges for atoms 1 to 5, given in e: number 1, S, carries 0.280; number 2, S, carries 0.403; number 3, C, carries -0.538; number 4, C, carries -0.144; number 5, C, carries -0.531

---

The following is a DFT calculation (ωB97M-V/def2-TZVPD) of C3H7NO in the gas phase in a non-equilibrium geometry.

Geometry as XYZ:
```
12
C3H7NO ωB97M-V/def2-TZVPD
C -1.197 -0.552 -0.935
C -0.469 0.473 -0.104
C 0.661 -0.191 0.694
N 1.228 0.669 1.754
O 1.413 -0.600 -0.460
H -2.317 -0.398 -0.829
H -1.046 -0.513 -2.153
H 0.774 -1.132 -0.953
H -0.039 1.482 -0.390
H -1.199 0.545 0.710
H 1.795 1.431 1.494
H 0.397 -1.216 1.172
```

Properties
Charge   0
Relative energy (zero: lowest compared OMol25 entry of this formula, charge and spin)   814.15 kJ/mol
Orbital gap   0.18560 Ha

Here are the Löwdin charges for atoms 1 to 5, given in e: number 1, C, carries -0.002; number 2, C, carries -0.257; number 3, C, carries -0.486; number 4, N, carries 0.142; number 5, O, carries -0.051

---

The following is a DFT calculation (ωB97M-V/def2-TZVPD) of a molecular structure, CaH40N3O29 in a non-equilibrium geometry.

Geometry as XYZ:
```
73
CaH40N3O29 ωB97M-V/def2-TZVPD
Ca -12.047 -21.298 -4.117
N -17.182 -19.923 -4.351
O -16.615 -20.833 -3.819
O -16.561 -18.945 -4.761
O -18.359 -19.897 -4.574
N -7.755 -24.445 -5.485
O -8.523 -24.151 -4.545
O -8.224 -24.615 -6.610
O -6.510 -24.588 -5.302
N -14.186 -18.137 -8.673
O -13.735 -18.571 -7.635
O -15.403 -18.228 -8.936
O -13.419 -17.705 -9.413
O -10.861 -19.332 -3.479
H -11.056 -18.580 -4.039
H -10.269 -18.987 -2.811
O -11.918 -23.601 -4.840
H -11.783 -24.397 -4.326
H -12.451 -23.884 -5.584
O -9.777 -21.726 -4.169
H -9.538 -22.609 -4.450
H -8.984 -21.207 -4.308
O -15.071 -21.985 -1.263
H -15.912 -21.659 -0.945
H -14.862 -22.717 -0.683
O -13.476 -20.258 -2.377
H -14.036 -20.947 -2.019
H -13.782 -19.456 -1.953
O -13.958 -16.546 -3.574
H -13.794 -15.843 -2.945
H -14.404 -17.224 -3.066
O -11.667 -21.232 -6.593
H -10.911 -21.745 -6.881
H -12.246 -21.209 -7.355
O -12.408 -17.499 -1.198
H -13.310 -17.185 -1.133
H -12.382 -17.987 -2.021
O -15.467 -24.886 -4.261
H -16.329 -24.971 -3.854
H -14.939 -25.570 -3.850
O -12.765 -23.946 -7.361
H -12.654 -24.527 -8.114
H -12.515 -23.081 -7.687
O -11.857 -22.457 -2.169
H -11.835 -23.414 -2.155
H -11.919 -22.205 -1.247
O -13.563 -19.733 -5.154
H -13.526 -19.234 -5.971
H -14.476 -19.667 -4.874
O -8.347 -18.430 -6.618
H -8.079 -19.187 -6.098
H -7.641 -17.794 -6.498
O -7.517 -20.692 -5.240
H -6.885 -20.674 -4.521
H -7.102 -21.235 -5.910
O -11.119 -17.916 -5.760
H -11.709 -18.201 -6.458
H -10.255 -18.221 -6.037
O -16.016 -20.465 -7.594
H -15.604 -19.683 -7.962
H -16.039 -20.301 -6.651
O -7.676 -23.141 -1.947
H -7.686 -23.371 -2.876
H -8.243 -23.791 -1.532
O -9.782 -22.407 -7.775
H -9.501 -23.310 -7.923
H -9.941 -22.058 -8.652
O -14.217 -22.413 -3.982
H -14.256 -23.337 -4.229
H -15.044 -22.250 -3.529
O -11.651 -26.055 -3.278
H -12.264 -26.725 -2.976
H -11.197 -25.771 -2.485
```

Properties
Charge   -1
Orbital gap   0.20906 Ha

Here are the Löwdin charges for atoms 1 to 5, given in e: number 1, Ca, carries 1.488; number 2, N, carries -0.702; number 3, O, carries -0.037; number 4, O, carries -0.044; number 5, O, carries -0.005

---

The following is a DFT calculation (ωB97M-V/def2-TZVPD) of a molecular structure, C21H24F3MnN3O4S2Si.

Geometry as XYZ:
```
59
C21H24F3MnN3O4S2Si ωB97M-V/def2-TZVPD
Mn 0.682 -0.089 -0.900
C -6.464 4.648 -1.001
C -5.055 4.186 -1.272
C -4.460 4.374 -2.513
C -3.163 3.933 -2.763
C -2.445 3.301 -1.762
C -3.028 3.105 -0.516
C -4.318 3.543 -0.277
S -0.730 2.807 -1.996
O -0.466 3.094 -3.396
O -0.018 3.589 -1.020
N -0.732 1.271 -1.644
C -1.699 0.556 -2.518
C -1.514 -0.955 -2.487
O -2.358 -1.650 -3.058
O -0.491 -1.381 -1.848
H -6.829 5.282 -1.810
H -6.522 5.219 -0.072
H -7.149 3.802 -0.906
H -5.021 4.869 -3.300
H -2.692 4.066 -3.728
H -2.453 2.606 0.256
H -4.767 3.384 0.699
H -1.626 0.857 -3.567
H -2.733 0.740 -2.209
C 5.769 -3.065 -2.181
Si 4.707 -3.011 -0.631
C 4.337 -4.801 -0.179
C 5.789 -2.320 0.744
C 3.237 -2.054 -0.845
C 2.254 -1.309 -0.896
H 6.669 -3.670 -2.024
H 6.075 -2.055 -2.467
H 5.206 -3.489 -3.016
H 5.257 -5.383 -0.055
H 3.730 -5.270 -0.957
H 3.769 -4.848 0.755
H 6.733 -2.867 0.843
H 5.260 -2.367 1.701
H 6.008 -1.268 0.546
F 1.147 1.974 1.102
C 1.855 1.261 0.110
F 2.432 2.250 -0.653
F 2.966 0.830 0.868
N -0.189 -2.053 5.851
C -1.156 -2.143 4.907
S -2.658 -2.683 5.290
C -0.724 -1.742 3.528
C 0.618 -1.552 3.219
C 0.972 -1.125 1.946
N 0.058 -0.885 1.013
C -1.222 -1.104 1.283
C -1.661 -1.534 2.529
H -0.524 -2.143 6.798
H 0.554 -1.388 5.709
H 1.409 -1.763 3.926
H 2.000 -0.971 1.650
H -1.914 -0.922 0.469
H -2.712 -1.687 2.725
```

Properties
Charge   -2
<S²>   1.205
Relative energy (zero: lowest compared OMol25 entry of this formula, charge and spin)   41.22 kJ/mol
Spin multiplicity   2
Orbital gap (alpha / beta)   0.19351 / 0.17193 Ha

Here are the Löwdin charges for atoms 1 to 5, given in e: number 1, Mn, carries 0.536; number 2, C, carries -0.073; number 3, C, carries -0.298; number 4, C, carries -0.058; number 5, C, carries -0.053

---

The following is a DFT calculation (ωB97M-V/def2-TZVPD) of 2 unconnected molecules or ions with the total composition C7H11N2O2 in a non-equilibrium geometry.

Geometry as XYZ:
```
22
C7H11N2O2 ωB97M-V/def2-TZVPD
C -1.399 0.501 -0.830
C -2.269 1.752 -0.864
C -0.152 0.577 -1.650
O 0.628 1.488 -1.736
O 0.062 -0.592 -2.323
H -1.207 0.133 0.168
H -1.959 -0.358 -1.221
H -2.840 1.818 -1.788
H -1.666 2.664 -0.785
H -2.841 1.841 0.059
C 1.473 0.804 1.433
C 1.643 -1.563 0.355
C 1.072 -0.603 1.168
C 0.255 -2.511 1.622
N 1.124 -2.792 0.640
N 0.184 -1.231 1.995
H 2.263 -1.421 -0.524
H 1.009 -0.812 -2.292
H 1.495 1.448 0.547
H 2.519 0.831 1.776
H -0.295 -3.332 2.072
H 0.901 1.358 2.179
```

Properties
Charge   -1
Relative energy (zero: lowest compared OMol25 entry of this formula, charge and spin)   109.89 kJ/mol
Orbital gap   0.24609 Ha

Here are the Löwdin charges for atoms 1 to 5, given in e: number 1, C, carries -0.156; number 2, C, carries -0.093; number 3, C, carries -0.534; number 4, O, carries 0.084; number 5, O, carries 0.060

---

The following is a DFT calculation (ωB97M-V/def2-TZVPD) of C6H12 in the gas phase in a non-equilibrium geometry.

Geometry as XYZ:
```
18
C6H12 ωB97M-V/def2-TZVPD
C -0.189 2.020 1.383
C 0.473 0.678 0.914
C -0.317 -0.691 0.817
C 0.358 -1.043 -0.535
C -0.481 -1.692 -1.657
C 0.724 0.459 -0.623
H -1.286 2.022 1.312
H 0.217 2.853 0.786
H 0.065 2.288 2.424
H 1.363 0.669 1.557
H -1.369 -0.468 0.606
H -0.283 -1.470 1.588
H 1.249 -1.677 -0.404
H 0.067 -1.762 -2.610
H -0.781 -2.723 -1.418
H -1.404 -1.136 -1.866
H 1.675 0.706 -1.109
H -0.082 0.966 -1.166
```

Properties
Charge   0
Relative energy (zero: lowest compared OMol25 entry of this formula, charge and spin)   114.55 kJ/mol
Orbital gap   0.42494 Ha

Here are the Löwdin charges for atoms 1 to 5, given in e: number 1, C, carries -0.082; number 2, C, carries -0.305; number 3, C, carries -0.124; number 4, C, carries -0.361; number 5, C, carries -0.082

---

The following is a DFT calculation (ωB97M-V/def2-TZVPD) of C37H45FO7S in the gas phase in a non-equilibrium geometry.

Geometry as XYZ:
```
91
C37H45FO7S ωB97M-V/def2-TZVPD
C 6.071 0.711 0.001
C 6.086 2.302 0.092
C 5.592 2.861 1.480
C 4.088 2.541 1.835
C 3.106 2.548 0.604
C 1.654 3.080 0.925
C 0.829 3.088 -0.427
C -0.598 2.412 -0.353
C -0.671 1.109 0.488
C 0.122 -0.083 0.151
C 1.065 -0.201 -1.079
C 0.199 -0.692 -2.339
C 0.215 -2.292 -2.303
O -1.157 -0.264 -2.168
C -1.941 -0.460 -3.343
C -1.622 0.526 -4.512
C -1.686 1.983 -4.361
C -1.418 2.881 -5.495
C -1.099 2.273 -6.785
C -1.010 0.817 -6.952
C -1.277 -0.063 -5.819
C 0.038 -1.275 1.020
C -0.832 -1.351 2.199
C -0.859 -2.659 3.080
O 0.412 -3.342 3.057
C 0.322 -4.504 2.211
C 1.790 -5.024 1.923
O 2.443 -4.199 0.949
C 2.345 -4.773 -0.360
C 3.403 -4.157 -1.358
C -1.660 -0.173 2.510
C -1.555 1.041 1.661
C -2.482 2.220 2.095
O -2.153 3.379 2.133
C -3.920 1.768 2.546
C -5.139 2.471 2.180
C -6.437 1.943 2.631
C -6.559 0.744 3.445
S -8.120 0.022 3.995
O -9.157 0.082 2.980
O -8.570 0.648 5.225
F -7.916 -1.575 4.357
C -5.309 0.055 3.826
C -4.026 0.550 3.388
C -2.661 -0.155 3.715
O -2.417 -0.598 4.809
H 6.126 0.431 -1.086
H 7.029 0.352 0.468
H 5.158 0.307 0.503
H 7.176 2.595 0.005
H 5.585 2.794 -0.788
H 5.814 3.970 1.478
H 6.288 2.434 2.263
H 4.073 1.503 2.279
H 3.764 3.309 2.593
H 3.539 3.279 -0.146
H 3.081 1.563 0.051
H 1.793 4.154 1.251
H 1.155 2.561 1.781
H 0.651 4.175 -0.684
H 1.479 2.703 -1.262
H -0.870 2.119 -1.412
H -1.330 3.202 -0.061
H 1.858 -0.966 -0.842
H 1.610 0.736 -1.344
H 0.662 -0.326 -3.298
H -0.571 -2.686 -1.612
H 1.237 -2.704 -2.129
H -0.097 -2.617 -3.341
H -3.012 -0.273 -3.036
H -1.919 -1.502 -3.756
H -1.947 2.469 -3.385
H -1.484 3.989 -5.378
H -0.919 2.903 -7.685
H -0.777 0.348 -7.935
H -1.253 -1.180 -5.893
H 0.668 -2.164 0.751
H -0.988 -2.335 4.152
H -1.709 -3.338 2.803
H -0.083 -4.136 1.219
H -0.334 -5.310 2.650
H 2.341 -4.948 2.905
H 1.800 -6.113 1.637
H 1.286 -4.636 -0.728
H 2.545 -5.888 -0.343
H 4.445 -4.466 -1.083
H 3.139 -4.470 -2.410
H 3.305 -3.032 -1.345
H -5.125 3.391 1.548
H -7.388 2.460 2.347
H -5.329 -0.872 4.440
```

Properties
Charge   0
Orbital gap   0.28923 Ha

Here are the Löwdin charges for atoms 1 to 5, given in e: number 1, C, carries -0.112; number 2, C, carries -0.276; number 3, C, carries -0.229; number 4, C, carries -0.205; number 5, C, carries -0.220

---

The records above give, respectively, electronic energy values of -1503.5092; -248.2164; -3047.7410; -3816.3615; -533.3731; -235.7746; -2461.3921 a.u..